Below is C4H5NO as an isolated structure at a distorted geometry, with properties calculated with wB97M-V/def2-TZVPD.

```
11
Properties=species:S:1:pos:R:3:nbo_charge:R:1
C 0.77210 -1.05104 -0.44266 -0.712
H -0.13494 -1.58878 -0.74788 0.228
H -1.14385 0.76820 -1.28785 0.263
H 1.39484 -0.86887 -1.32057 0.246
N -1.57813 -0.17112 2.06374 -0.261
H 1.32951 -1.65274 0.27372 0.252
O 1.41327 1.01979 0.62838 -0.534
H -0.80347 2.04313 -0.02709 0.266
C 0.57063 0.35695 0.06626 0.524
C -1.09290 0.16712 1.06463 0.231
C -0.72705 0.97735 -0.27068 -0.503
```

Properties
Energy relative to the best compared isomer or geometry (same formula, charge and spin)   46.6 kcal/mol
HOMO level   -10.15 eV
LUMO level   0.2 eV

***

Below is a 3-piece molecular cluster, H5O3 overall at a distorted geometry, with properties calculated with wB97M-V/def2-TZVPD.

```
8
Properties=species:S:1:pos:R:3:nbo_charge:R:1
O -1.92315 0.14145 0.28392 -1.012
H 0.13795 0.66953 1.39590 0.394
O 0.59328 0.93126 0.49557 -1.222
H 0.72635 -1.40057 -1.39651 0.430
H -1.17437 0.77226 0.49037 0.497
O 1.40172 -0.98621 -0.82729 -1.054
H 1.01017 -0.15918 -0.34842 0.506
H -1.27494 -0.57403 0.24108 0.461
```

Properties
Energy relative to the best compared isomer or geometry (same formula, charge and spin)   14.5 kcal/mol
Net charge   -1
HOMO level   -4.04 eV
LUMO level   5.0 eV

***

Below is C12H17BrF6N5O5RhS2 as an isolated structure at a distorted geometry, with properties calculated with wB97M-V/def2-TZVPD.

```
49
Properties=species:S:1:pos:R:3:nbo_charge:R:1
H -0.27256 -1.70098 2.60224 0.429
C -1.44629 3.24441 -0.81626 0.784
H -1.78166 -3.00527 -3.03445 0.261
Rh 0.48638 0.02137 0.64701 1.240
O -0.12362 1.00259 -1.47942 -0.908
N -2.54946 0.89761 -1.91190 -1.167
O -4.15635 2.00822 -0.32537 -0.919
C -0.31544 1.51919 3.18923 -0.256
H 5.37982 2.34456 -1.22595 0.234
H -0.07001 2.19346 4.00906 0.252
O -4.87665 1.56334 -2.68211 -0.831
H -1.42046 -0.57214 2.19282 0.431
C -1.01460 -2.95596 -2.27233 -0.307
N 0.50508 1.77337 1.98929 -0.717
H 0.14628 2.57128 1.46851 0.428
O -0.08329 -5.10295 -2.81954 -0.593
N 2.47662 0.78286 0.34239 -0.545
C -0.11232 -4.00420 -2.08918 0.428
C -0.92927 -1.84131 -1.48086 0.096
H -1.36332 1.66183 2.92595 0.241
H 5.45660 0.01142 0.79085 0.279
H 6.77411 1.33512 -0.82049 0.253
H -0.73615 -5.10813 -3.53295 0.515
H 1.01536 -0.05351 3.77923 0.219
F -3.90448 -0.89263 -0.01246 -0.330
Br 2.08672 -2.46752 1.02682 0.159
C 5.69093 1.35056 -0.91172 -0.590
C -4.63927 -0.47977 -1.06313 0.729
C 0.84221 -2.75034 -0.33756 0.146
N -0.00262 -1.71509 -0.50543 -0.522
N -0.43657 -0.71199 2.42856 -0.677
S -1.45061 1.35811 -0.97806 2.176
F -2.33479 3.78699 -1.59448 -0.254
C -0.04549 0.10799 3.58254 -0.248
C 3.62084 0.86914 0.39034 0.555
H 5.32942 1.72491 1.20679 0.280
O -1.54610 0.82209 0.42758 -0.907
F -5.91062 -0.50365 -0.74230 -0.270
F -0.22685 3.65048 -1.14992 -0.291
S -4.12765 1.22562 -1.53039 2.231
H -0.59162 -0.16555 4.48687 0.256
F -4.39871 -1.30958 -2.07815 -0.305
H -1.60586 -1.01947 -1.63358 0.244
H 1.53169 -4.70809 -0.88095 0.279
H 1.46704 1.96678 2.25242 0.412
H 5.39700 0.63599 -1.67871 0.229
C 5.07980 0.97842 0.45118 -0.535
C 0.83888 -3.90003 -1.06600 -0.307
F -1.65208 3.56046 0.46396 -0.306
```

Properties
Energy relative to the best compared isomer or geometry (same formula, charge and spin)   75.1 kcal/mol
Net charge   +2
HOMO level (spin up / spin down)   -16.17 / -16.17 eV
LUMO level (spin up / spin down)   -9.2 / -9.2 eV

***

Below is the molecule C2H7N3OS at a distorted geometry, with properties calculated with wB97M-V/def2-TZVPD.

```
14
Properties=species:S:1:pos:R:3:nbo_charge:R:1
H -1.47264 -0.46699 -2.67117 0.213
S 1.49118 -1.58862 0.02563 0.176
N -0.47718 1.44530 1.15815 -0.319
H -0.82700 -1.63613 -1.22681 0.200
O -1.21503 2.47086 0.59981 -0.564
H 0.24291 -0.73169 -2.23998 0.202
N -0.74465 0.51894 -0.98950 -0.532
H 0.42507 1.84110 1.49750 0.354
H 0.33970 -0.62892 1.92759 0.416
H -0.93797 2.56783 -0.44016 0.474
C -0.79098 -0.67680 -1.82588 -0.446
C -0.29778 0.44602 0.19665 0.525
N 0.33072 -0.64986 0.87415 -0.820
H 0.86149 -3.11017 0.42032 0.121
```

Properties
Energy relative to the best compared isomer or geometry (same formula, charge and spin)   74.9 kcal/mol
HOMO level   -9.01 eV
LUMO level   0.0 eV
Structure (SMILES)   C/N=C(/NO)NS